# 1
The following is a quantum chemistry calculation of one molecule with the formula C23H20N4O2 in a non-equilibrium geometry, from the OMol25 dataset.

The geometry in XYZ format:
```
49
C23H20N4O2 (ωB97M-V with the def2-TZVPD basis set)
C -1.7037 3.2957 -2.6953
O -0.2674 3.0678 -2.6538
C 0.0308 1.7080 -2.8089
C 0.9904 1.3423 -3.7588
C 1.3411 -0.0025 -3.9005
C 0.7845 -0.9900 -3.0710
O 1.1772 -2.3180 -3.1641
C 2.5623 -2.5034 -2.8303
C -0.1761 -0.6029 -2.0821
C -0.7094 -1.6427 -1.1120
C -0.1871 -1.2740 0.3026
C -0.9694 -0.7890 1.2965
C -0.4065 -0.4421 2.6046
C -0.9863 -1.0755 3.7227
C -0.5666 -0.8340 5.0372
C 0.4767 0.0733 5.2324
C 1.1161 0.6705 4.1421
C 2.2399 1.4712 4.3798
C 2.8607 2.1561 3.3236
C 2.3333 1.9940 2.0382
C 1.2601 1.1682 1.7717
C 0.6585 0.4625 2.8265
N -2.3474 -0.7362 1.0318
C -2.9543 -1.2913 -0.0857
N -4.2100 -1.4112 -0.3935
N -4.2613 -1.9103 -1.6873
C -3.0327 -2.1384 -2.0996
N -2.1710 -1.7365 -1.1147
C -0.5224 0.7627 -1.9657
H -2.0743 3.3942 -1.6742
H -1.9079 4.2706 -3.2311
H -2.2571 2.5080 -3.2475
H 1.3763 2.1306 -4.3898
H 2.0961 -0.3106 -4.6238
H 2.8169 -1.9744 -1.9142
H 3.1632 -2.1159 -3.6389
H 2.7319 -3.5753 -2.7059
H -0.3429 -2.6472 -1.3990
H 0.8773 -1.4117 0.5092
H -1.7504 -1.8171 3.5772
H -1.0107 -1.3692 5.8609
H 0.8465 0.2294 6.2422
H 2.6142 1.6385 5.3674
H 3.7389 2.7738 3.4451
H 2.7569 2.5518 1.2031
H 0.8739 1.1201 0.7573
H -2.9257 -0.4027 1.7881
H -2.7876 -2.5305 -3.0719
H -1.1958 1.0632 -1.1407
```

Results
**Spin multiplicity**: 1
**Energy above the lowest of the compared OMol25 structures with the same formula, charge and spin**: 306.22 kJ/mol
**HOMO level**: -7.8748 eV
**Energy**: -1257.9068 Eh
**Charge**: 0
**Kohn-Sham gap**: 7.876 eV

Charges in e, computed with Mulliken, in the same order as the atoms: number 1, C, carries -0.759; number 2, O, carries -0.472; number 3, C, carries 0.300; number 4, C, carries -0.684; number 5, C, carries -0.483; number 6, C, carries 0.284; number 7, O, carries -0.475; number 8, C, carries -0.857; number 9, C, carries -0.105; number 10, C, carries -0.140; number 11, C, carries -1.318; number 12, C, carries 0.713; number 13, C, carries -0.050; number 14, C, carries -0.541; number 15, C, carries -0.901; number 16, C, carries -0.737; number 17, C, carries 0.952; number 18, C, carries -0.847; number 19, C, carries -0.675; number 20, C, carries -0.595; number 21, C, carries -0.457; number 22, C, carries 0.622; number 23, N, carries -0.064; number 24, C, carries 0.352; number 25, N, carries -0.575; number 26, N, carries -0.565; number 27, C, carries -0.076; number 28, N, carries 0.112; number 29, C, carries 0.345; number 30, H, carries 0.284; number 31, H, carries 0.265; number 32, H, carries 0.318; number 33, H, carries 0.455; number 34, H, carries 0.377; number 35, H, carries 0.301; number 36, H, carries 0.355; number 37, H, carries 0.254; number 38, H, carries 0.616; number 39, H, carries 0.536; number 40, H, carries 0.479; number 41, H, carries 0.404; number 42, H, carries 0.366; number 43, H, carries 0.406; number 44, H, carries 0.388; number 45, H, carries 0.413; number 46, H, carries 0.413; number 47, H, carries 0.351; number 48, H, carries 0.481; number 49, H, carries 0.235

# 2
The following is a quantum chemistry calculation of one molecule with the formula C4H7F2P in a non-equilibrium geometry, from the OMol25 dataset.

The geometry in XYZ format:
```
14
C4H7F2P (ωB97M-V with the def2-TZVPD basis set)
C -1.2847 -1.1201 -0.4589
C -1.5033 0.1643 0.2562
C -0.2735 0.0340 -0.5973
C 1.1679 -0.2202 0.0981
F 0.8474 -0.3759 1.4947
F 1.7665 -1.3584 -0.2783
P 2.0860 1.3283 -0.3418
H -0.9970 -1.8922 0.2261
H -1.8629 -1.4027 -1.3267
H -2.1640 0.9175 0.0200
H -1.4252 0.0272 1.3823
H -0.3054 0.4934 -1.6336
H 2.9739 1.2087 0.8727
H 0.9744 2.1960 0.2866
```

Results
**Spin multiplicity**: 3
**HOMO level (alpha / beta)**: -4.9858 / -10.4767 eV
**Energy**: -697.4156 Eh
**Charge**: 0
**Kohn-Sham gap (alpha / beta)**: 6.016 / 6.807 eV

Charges in e, computed with Mulliken, in the same order as the atoms: number 1, C, carries -0.688; number 2, C, carries -0.426; number 3, C, carries -0.395; number 4, C, carries 0.514; number 5, F, carries -0.299; number 6, F, carries -0.239; number 7, P, carries -0.075; number 8, H, carries 0.234; number 9, H, carries 0.296; number 10, H, carries 0.332; number 11, H, carries 0.144; number 12, H, carries 0.408; number 13, H, carries 0.092; number 14, H, carries 0.101

# 3
The following is a quantum chemistry calculation of C33H46GaI2N4O3SbSi3 as an isolated structure in a non-equilibrium geometry, from the OMol25 dataset.

The geometry in XYZ format:
```
93
C33H46GaI2N4O3SbSi3 (ωB97M-V with the def2-TZVPD basis set)
Ga -0.3015 -0.0197 0.0029
N 1.7096 0.9961 0.6515
C 1.3387 2.2836 1.2168
C 0.1075 2.8241 0.4486
O -0.1144 4.0151 0.4200
O -0.6139 1.9300 -0.1182
H 2.2384 0.4482 1.3285
H 2.2954 1.1550 -0.1682
H 2.1408 3.0296 1.1876
H 1.0054 2.1467 2.2477
I -0.4231 0.5623 5.1219
C -2.0527 0.1867 3.8457
C -3.3319 0.0442 4.3622
C -4.3879 -0.2237 3.5272
I -6.3111 -0.4751 4.3851
C -4.2092 -0.2790 2.1331
C -5.2269 -0.4908 1.1862
C -4.9370 -0.4171 -0.1490
C -3.6181 -0.1737 -0.5477
N -2.6284 -0.0631 0.3067
C -2.8935 -0.1020 1.6206
C -1.7652 0.0730 2.4882
O -0.5766 0.1203 2.0191
H -3.4903 0.1334 5.4261
H -6.2305 -0.6946 1.5276
H -5.7095 -0.5334 -0.8951
H -3.3766 -0.0839 -1.5965
C 2.7813 -3.7909 -1.5327
Sb 2.4232 -1.7020 -1.0014
C 0.4801 -1.9548 0.0050
C -0.4798 -2.7014 -0.7899
C -0.4994 -4.1014 -0.8878
C -1.5083 -4.7230 -1.5890
C -2.4554 -3.9429 -2.2411
C -2.3351 -2.5704 -2.1416
N -1.4030 -1.9646 -1.4181
Si 0.7466 -2.6959 1.7551
C -1.0116 -3.0451 2.4108
C 1.6319 -4.3969 1.8797
C 1.8473 -1.6230 2.8924
C 2.1786 -0.8066 -3.0934
C 1.0858 0.1958 -3.1908
C 1.0630 1.0236 -4.3258
C 0.0048 1.8649 -4.5782
C -1.0600 1.8604 -3.6885
C -0.9489 1.0682 -2.5692
N 0.0999 0.2911 -2.2931
Si 3.8904 0.0974 -3.2904
C 5.3554 -0.9607 -2.6734
C 4.4164 0.6003 -5.0640
C 3.8045 1.6884 -2.2263
Si 1.8482 -2.0753 -4.5265
C 0.2726 -3.0979 -4.1969
C 3.3762 -3.1675 -4.8819
C 1.4442 -1.3335 -6.2494
H 2.6600 -4.3956 -0.6410
H 3.8144 -3.8741 -1.8537
H 2.1296 -4.1591 -2.3175
H 0.2619 -4.6820 -0.3972
H -1.5591 -5.8012 -1.6384
H -3.2576 -4.3873 -2.8081
H -3.0346 -1.9301 -2.6640
H -1.2538 -4.1032 2.3696
H -1.7474 -2.5130 1.8147
H -1.1267 -2.7269 3.4406
H 1.0863 -5.2012 1.4014
H 1.7087 -4.6582 2.9294
H 2.6430 -4.3864 1.4870
H 1.4862 -0.6047 2.9580
H 2.8788 -1.6148 2.5497
H 1.8402 -2.0268 3.9004
H 1.8909 0.9864 -5.0087
H -0.0011 2.4941 -5.4563
H -1.9302 2.4773 -3.8382
H -1.7272 1.0681 -1.8243
H 5.4493 -1.8769 -3.2422
H 5.2686 -1.2252 -1.6243
H 6.2783 -0.4057 -2.8000
H 4.2105 -0.1711 -5.7982
H 5.4886 0.7715 -5.0736
H 3.9445 1.5186 -5.3988
H 4.1720 1.5046 -1.2194
H 2.7901 2.0753 -2.1632
H 4.4172 2.4802 -2.6469
H 0.3117 -3.6855 -3.2881
H 0.0846 -3.7781 -5.0226
H -0.5875 -2.4394 -4.1167
H 3.8616 -3.5481 -3.9942
H 4.1175 -2.6176 -5.4518
H 3.0753 -4.0189 -5.4836
H 0.5206 -0.7645 -6.2447
H 1.3136 -2.1534 -6.9507
H 2.2241 -0.6964 -6.6488
```

Results
**Spin multiplicity**: 1
**Energy above the lowest of the compared OMol25 structures with the same formula, charge and spin**: 120.59 kJ/mol
**HOMO level**: -7.4904 eV
**Energy**: -5358.9244 Eh
**Charge**: 0
**Kohn-Sham gap**: 7.402 eV

Charges in e, computed with Mulliken, in the same order as the atoms: number 1, Ga, carries 1.500; number 2, N, carries 0.052; number 3, C, carries -0.300; number 4, C, carries 0.582; number 5, O, carries -0.735; number 6, O, carries -0.665; number 7, H, carries 0.120; number 8, H, carries -0.388; number 9, H, carries 0.490; number 10, H, carries 0.089; number 11, I, carries -0.033; number 12, C, carries -0.284; number 13, C, carries -0.242; number 14, C, carries -0.195; number 15, I, carries 0.024; number 16, C, carries 0.548; number 17, C, carries -0.853; number 18, C, carries -1.578; number 19, C, carries -0.194; number 20, N, carries 0.316; number 21, C, carries 0.492; number 22, C, carries -0.533; number 23, O, carries -0.485; number 24, H, carries 0.396; number 25, H, carries 0.203; number 26, H, carries 0.434; number 27, H, carries 0.752; number 28, C, carries -1.524; number 29, Sb, carries 0.351; number 30, C, carries -0.180; number 31, C, carries 0.135; number 32, C, carries -0.511; number 33, C, carries -0.869; number 34, C, carries -1.289; number 35, C, carries -0.520; number 36, N, carries 1.114; number 37, Si, carries 0.902; number 38, C, carries -1.120; number 39, C, carries -1.453; number 40, C, carries -0.698; number 41, C, carries 3.089; number 42, C, carries -2.407; number 43, C, carries -0.736; number 44, C, carries -1.461; number 45, C, carries -1.423; number 46, C, carries -0.245; number 47, N, carries 0.814; number 48, Si, carries 0.931; number 49, C, carries -1.305; number 50, C, carries -1.293; number 51, C, carries -1.367; number 52, Si, carries 0.230; number 53, C, carries -0.668; number 54, C, carries -1.097; number 55, C, carries -1.321; number 56, H, carries 0.363; number 57, H, carries 0.533; number 58, H, carries 0.381; number 59, H, carries 0.335; number 60, H, carries 0.486; number 61, H, carries 0.440; number 62, H, carries 0.437; number 63, H, carries 0.513; number 64, H, carries 0.137; number 65, H, carries 0.484; number 66, H, carries 0.450; number 67, H, carries 0.468; number 68, H, carries 0.317; number 69, H, carries -0.136; number 70, H, carries 0.270; number 71, H, carries 0.501; number 72, H, carries 0.608; number 73, H, carries 0.468; number 74, H, carries 0.560; number 75, H, carries 0.449; number 76, H, carries 0.351; number 77, H, carries 0.328; number 78, H, carries 0.465; number 79, H, carries 0.291; number 80, H, carries 0.472; number 81, H, carries 0.395; number 82, H, carries 0.318; number 83, H, carries 0.336; number 84, H, carries 0.545; number 85, H, carries -0.047; number 86, H, carries 0.549; number 87, H, carries 0.172; number 88, H, carries 0.314; number 89, H, carries 0.312; number 90, H, carries 0.430; number 91, H, carries 0.394; number 92, H, carries 0.419; number 93, H, carries 0.297